Entry 1:
# C35H33AsIrNO5S

C35H33AsIrNO5S as an isolated structure at a distorted geometry (ωB97M-V with the def2-TZVPD basis set, the Open Molecules 2025 dataset).

Values from the calculation:
Energy relative to the best compared isomer or geometry (same formula, charge and spin) (kcal per mole): 22.6
HOMO (spin up / spin down) (eV): -10.8 / -12.0
Total charge: +1
LUMO level (spin up / spin down) (eV): -2.4 / -4.8
2S+1: 6

Last column: Löwdin charge in e.
Element x y z (Å)
Ir1 0.0247 -2.4468 -0.1044  1.13
C1 -2.7434 -0.4029 4.3836  -0.04
C2 -1.8570 -0.0504 3.1821  -0.38
C3 -0.8763 1.0572 3.5589  -0.06
C4 -1.2006 -1.3087 2.6816  -0.21
C5 0.1191 -1.6435 2.9764  -0.01
C6 0.6684 -2.8447 2.5399  -0.05
C7 -0.0887 -3.7880 1.8139  -0.42
C8 0.3904 -5.1963 1.6037  -0.05
C9 -1.4294 -3.4295 1.4887  -0.14
C10 -1.9599 -2.2118 1.9239  -0.03
H1 -3.2346 0.4939 4.7498  0.09
H2 -2.1461 -0.8183 5.1912  0.09
H3 -3.4990 -1.1311 4.1022  0.08
H4 -2.5106 0.3185 2.3835  0.13
H5 -0.3283 0.7983 4.4618  0.09
H6 -1.4301 1.9715 3.7577  0.09
H7 -0.1659 1.2511 2.7555  0.05
H8 0.7245 -0.9793 3.5748  0.11
H9 1.6719 -3.1004 2.8466  0.12
H10 0.4597 -5.4410 0.5435  0.04
H11 -0.3191 -5.8895 2.0522  0.10
H12 1.3642 -5.3516 2.0583  0.09
H13 -2.0872 -4.1792 1.0601  0.14
H14 -2.9914 -1.9772 1.7020  0.14
S1 0.5717 -3.9220 -1.8849  0.46
O1 1.6274 -1.0343 -0.6361  -0.60
As1 1.8819 0.5871 -0.3777  1.26
C11 0.2557 1.5920 -0.7645  -0.28
C12 -0.9041 1.1968 -0.1121  -0.11
C13 -2.1047 1.8228 -0.3968  -0.06
C14 -2.1500 2.8197 -1.3594  -0.05
C15 -0.9962 3.2034 -2.0226  -0.05
C16 0.2147 2.6003 -1.7183  -0.08
C17 3.3354 1.0448 -1.5747  -0.29
C18 3.0863 1.0610 -2.9408  -0.10
C19 4.1177 1.3521 -3.8166  -0.06
C20 5.3907 1.6048 -3.3286  -0.06
C21 5.6420 1.5528 -1.9665  -0.06
C22 4.6137 1.2706 -1.0827  -0.08
C23 2.5511 0.7455 1.4393  -0.32
C24 3.2199 -0.3757 1.9132  -0.12
C25 3.8181 -0.3450 3.1604  -0.07
C26 3.7707 0.8166 3.9175  -0.06
C27 3.0948 1.9308 3.4463  -0.06
C28 2.4717 1.8982 2.2066  -0.10
H15 -0.8536 0.3834 0.6041  0.07
H16 -3.0091 1.5329 0.1162  0.11
H17 -3.0900 3.2980 -1.5876  0.12
H18 -1.0394 3.9679 -2.7851  0.11
H19 1.1200 2.9163 -2.2242  0.10
H20 2.0876 0.8369 -3.3033  0.11
H21 3.9301 1.3770 -4.8792  0.11
H22 6.1932 1.8364 -4.0117  0.11
H23 6.6381 1.7294 -1.5898  0.11
H24 4.7997 1.2281 -0.0141  0.10
H25 3.2485 -1.2672 1.2915  0.10
H26 4.3138 -1.2242 3.5433  0.11
H27 4.2675 0.8534 4.8763  0.11
H28 3.0461 2.8276 4.0447  0.11
H29 1.9276 2.7629 1.8438  0.12
O2 -0.5026 -1.9959 -3.0088  -0.14
C29 -1.4557 -1.4660 -2.4323  -0.63
O3 -1.6887 -1.5468 -1.1896  -0.15
C30 -2.4198 -0.6167 -3.2074  -0.11
C31 -2.1715 -0.3155 -4.5420  0.01
C32 -3.0320 0.5210 -5.2350  -0.04
C33 -4.1483 1.0476 -4.6079  0.02
C34 -4.3928 0.7240 -3.2783  -0.14
C35 -3.5367 -0.1014 -2.5686  0.05
N1 -5.5590 1.2623 -2.6064  -0.36
O4 -6.3647 1.8644 -3.2745  0.10
O5 -5.6436 1.0821 -1.4105  0.07
H30 -1.3078 -0.7522 -5.0184  0.12
H31 -2.8330 0.7605 -6.2669  0.11
H32 -4.8363 1.6992 -5.1254  0.12
H33 -3.7513 -0.3475 -1.5407  0.12

Entry 2:
# C35H33BaN12O9S3

C35H33BaN12O9S3 as an isolated structure at a distorted geometry (ωB97M-V with the def2-TZVPD basis set, the Open Molecules 2025 dataset).

Values from the calculation:
Energy relative to the best compared isomer or geometry (same formula, charge and spin) (kcal per mole): 39.4
HOMO (eV): -5.4
Total charge: -1
LUMO level (eV): 1.7

Last column: Löwdin charge in e.
Element x y z (Å)
Ba1 0.2593 -1.4179 0.6771  1.98
C1 -0.9903 -3.9662 -2.1793  -0.18
C2 -0.4459 -4.8550 -1.0436  -0.10
C3 -1.3534 -4.8848 0.1774  -0.28
C4 -1.6720 -6.0598 0.8396  -0.02
C5 -2.5251 -6.0025 1.9275  -0.06
C6 -3.0383 -4.7793 2.3224  -0.06
C7 -2.6609 -3.6558 1.6066  -0.13
N1 -1.8370 -3.7003 0.5574  0.06
N2 -0.2657 -2.6993 -2.3351  -0.17
C8 -1.0422 -1.7576 -3.1487  -0.15
C9 -2.3567 -1.3294 -2.5360  -0.28
C10 -3.4703 -1.1638 -3.3486  -0.02
C11 -4.6545 -0.7121 -2.7961  -0.06
C12 -4.6917 -0.4620 -1.4360  -0.06
C13 -3.5372 -0.6672 -0.7029  -0.14
N3 -2.3777 -1.0849 -1.2218  0.09
C14 0.9971 -2.9524 -3.0478  -0.13
C15 2.0512 -1.8584 -3.0077  -0.26
C16 3.3858 -2.2228 -2.9453  -0.03
C17 4.3577 -1.2366 -2.9655  -0.06
C18 3.9638 0.0838 -3.0250  -0.06
C19 2.6047 0.3589 -3.0664  -0.12
N4 1.6649 -0.5808 -3.0769  0.11
H1 -0.9746 -4.5189 -3.1329  0.12
H2 -2.0325 -3.7219 -1.9713  0.11
H3 -0.3006 -5.8819 -1.3859  0.11
H4 0.5473 -4.5009 -0.7520  0.09
H5 -1.2548 -6.9992 0.5019  0.11
H6 -2.7900 -6.9027 2.4679  0.11
H7 -3.7060 -4.6839 3.1659  0.10
H8 -3.0193 -2.6811 1.9204  0.09
H9 -0.4298 -0.8737 -3.3191  0.10
H10 -1.2475 -2.1894 -4.1438  0.12
H11 -3.3949 -1.3865 -4.4049  0.11
H12 -5.5328 -0.5604 -3.4101  0.11
H13 -5.5864 -0.1128 -0.9404  0.10
H14 -3.5388 -0.4732 0.3604  0.06
H15 1.4578 -3.8530 -2.6434  0.12
H16 0.7619 -3.1646 -4.1055  0.13
H17 3.6545 -3.2660 -2.8459  0.12
H18 5.4023 -1.5070 -2.8953  0.11
H19 4.6773 0.8957 -3.0171  0.10
H20 2.2600 1.3859 -3.0923  0.11
O1 2.0725 -3.1170 0.6880  -0.52
S1 3.0889 -2.0551 0.7369  0.42
O2 4.3795 -2.4486 0.2667  -0.29
O3 2.5106 -0.8201 0.1314  -0.57
C20 3.3862 -1.4211 2.4395  -0.17
C21 4.7312 -1.0969 2.6206  -0.07
C22 5.1519 -0.3109 3.6811  -0.07
C23 4.2419 0.1934 4.5789  -0.07
C24 2.9042 -0.1316 4.4544  -0.06
C25 2.4469 -0.9403 3.4176  -0.21
S2 0.6845 -1.2734 3.5265  0.39
O4 0.3422 -1.2224 4.9117  -0.28
O5 0.4670 -2.5643 2.8654  -0.50
O6 0.0822 -0.1912 2.6971  -0.61
H21 5.4562 -1.4495 1.9050  0.10
H22 6.2057 -0.0833 3.7850  0.11
H23 4.5621 0.8237 5.3987  0.11
H24 2.1932 0.2151 5.1893  0.11
N5 -2.0091 2.7411 2.2590  0.16
N6 -2.4146 1.5831 2.9447  -0.29
N7 -2.2824 1.4298 4.2314  0.14
C26 -2.7154 0.1748 4.3598  -0.23
N8 -3.0814 -0.3751 3.2058  0.03
N9 -2.8680 0.5701 2.2872  0.05
H25 -2.3049 3.5230 2.8408  0.10
H26 -2.5248 2.7089 1.3825  0.10
H27 -2.7343 -0.3439 5.3009  0.11
O7 -0.9477 8.4272 -3.8134  -0.36
S3 -1.7657 8.2674 -2.6301  0.37
O8 -2.8133 7.2792 -2.7435  -0.37
O9 -2.1416 9.5021 -1.9817  -0.37
C27 -0.6119 7.5337 -1.4248  -0.33
N10 0.1572 8.4097 -0.7649  0.12
C28 1.0477 7.8873 0.0728  -0.13
C29 1.1857 6.5308 0.2788  -0.02
C30 0.3282 5.7170 -0.4446  -0.23
N11 -0.5604 6.1977 -1.2939  0.17
C31 0.3489 4.2107 -0.3071  -0.14
C32 1.0668 3.5784 0.6991  -0.01
C33 0.9998 2.2049 0.8283  -0.14
N12 0.2822 1.4346 0.0034  -0.02
C34 -0.3736 2.0489 -0.9836  -0.14
C35 -0.3870 3.4195 -1.1711  0.00
H28 1.6888 8.5821 0.6092  0.11
H29 1.9309 6.1531 0.9563  0.09
H30 1.6561 4.1259 1.4143  0.10
H31 1.5216 1.6976 1.6295  0.10
H32 -0.9418 1.4090 -1.6500  0.10
H33 -0.9616 3.8667 -1.9710  0.12

Entry 3:
# C35H33CdClN4S2Si2

C35H33CdClN4S2Si2 as an isolated structure at a distorted geometry (ωB97M-V with the def2-TZVPD basis set, the Open Molecules 2025 dataset).

Values from the calculation:
Energy relative to the best compared isomer or geometry (same formula, charge and spin) (kcal per mole): 0.0
HOMO (eV): -7.2
Total charge: 0
LUMO level (eV): 0.2

Last column: Löwdin charge in e.
Element x y z (Å)
C1 -1.0902 -0.7294 1.5640  -0.19
C2 -1.7545 -0.1918 0.4397  -0.23
C3 -1.4244 -1.0066 -0.7011  -0.28
H1 -2.4529 0.6518 0.4399  0.08
C4 -0.5719 -2.0725 -0.2270  -0.21
C5 -0.3650 -1.8799 1.1603  -0.18
H2 0.1768 -2.5497 1.8266  0.09
H3 -1.1876 -0.3699 2.5928  0.09
H4 -1.9368 -1.0041 -1.6661  0.07
H5 -0.2262 -2.9196 -0.8221  0.08
Cd1 0.5742 0.3099 -0.9406  1.24
Si1 -0.0876 0.1538 -7.3161  0.69
C6 0.2870 1.7146 -8.2557  -0.35
C7 1.6165 1.9145 -8.6600  -0.11
H6 2.3702 1.1454 -8.4645  0.11
C8 1.9710 3.1088 -9.2939  -0.09
H7 3.0106 3.2648 -9.5883  0.10
C9 0.9944 4.0817 -9.5381  -0.09
H8 1.2712 5.0082 -10.0410  0.10
C10 -0.3342 3.8771 -9.1368  -0.09
H9 -1.0926 4.6396 -9.3291  0.10
C11 -0.6918 2.6939 -8.4834  -0.11
H10 -1.7171 2.5137 -8.1436  0.10
C12 0.6298 -1.2994 -8.2528  -0.32
C13 0.2031 -1.4947 -9.5759  -0.10
H11 -0.5489 -0.8270 -10.0043  0.10
C14 0.7434 -2.5399 -10.3352  -0.09
H12 0.4254 -2.6751 -11.3692  0.10
C15 1.6913 -3.4053 -9.7678  -0.09
H13 2.1069 -4.2212 -10.3593  0.10
C16 2.1023 -3.2232 -8.4434  -0.08
H14 2.8394 -3.8908 -7.9942  0.10
C17 1.5691 -2.1779 -7.6848  -0.10
H15 1.8928 -2.0479 -6.6477  0.07
H16 -1.5540 0.0418 -7.2120  0.01
Si2 1.2160 0.2269 -5.3028  0.61
C18 0.2641 -1.2745 -4.6071  -0.37
C19 -1.1347 -1.3935 -4.7390  -0.16
H17 -1.7385 -0.5755 -5.1434  0.07
C20 -1.7887 -2.5962 -4.4537  -0.08
H18 -2.8609 -2.6870 -4.6528  0.11
C21 -1.0647 -3.6841 -3.9610  -0.09
H19 -1.5685 -4.6360 -3.7724  0.10
C22 0.3145 -3.5536 -3.7471  -0.09
H20 0.8841 -4.4005 -3.3516  0.10
C23 0.9747 -2.3675 -4.0845  -0.16
H21 2.0588 -2.3005 -3.9672  0.08
C24 0.3259 1.7510 -4.6480  -0.37
C25 -0.8109 1.6282 -3.8313  -0.16
H22 -1.0796 0.6640 -3.3881  0.05
C26 -1.6866 2.7016 -3.6570  -0.11
H23 -2.6186 2.5545 -3.1021  0.10
C27 -1.4026 3.9349 -4.2511  -0.10
H24 -2.1185 4.7581 -4.1823  0.10
C28 -0.2067 4.0997 -4.9637  -0.09
H25 0.0186 5.0627 -5.4316  0.11
C29 0.6783 3.0297 -5.1233  -0.10
H26 1.6035 3.1636 -5.6889  0.11
H27 2.6477 0.2565 -4.9566  -0.05
Cl1 2.4919 0.2239 -2.4403  -0.09
N1 -0.8724 3.3705 0.2808  0.11
C30 -0.0169 2.8077 1.1504  -0.68
N2 0.7756 1.7954 0.8703  -0.01
C31 1.5111 1.3770 1.9802  -0.33
C32 1.2792 2.1405 3.1168  -0.35
S1 0.0922 3.3607 2.8233  1.03
C33 2.2838 0.1793 1.8264  -0.34
C34 3.0183 -0.5452 2.7543  -0.35
S2 3.6161 -2.0147 2.0775  1.03
C35 2.9003 -1.5621 0.5363  -0.71
N3 2.2196 -0.4397 0.5917  -0.05
N4 3.0154 -2.3360 -0.5554  0.09
H28 -1.4044 4.1735 0.5892  0.10
H29 -0.8413 3.1226 -0.7028  0.09
H30 1.7646 1.9645 4.0650  0.07
H31 3.1684 -0.2349 3.7792  0.07
H32 3.6657 -3.1095 -0.4905  0.10
H33 2.8840 -1.8673 -1.4591  -0.01

Entry 4:
# C35H33Cl2FN3O2PdSi

C35H33Cl2FN3O2PdSi as an isolated structure at a distorted geometry (ωB97M-V with the def2-TZVPD basis set, the Open Molecules 2025 dataset).

Values from the calculation:
Energy relative to the best compared isomer or geometry (same formula, charge and spin) (kcal per mole): 0.0
HOMO (eV): -4.2
Total charge: -1
LUMO level (eV): 2.5

Last column: Löwdin charge in e.
Element x y z (Å)
Pd1 0.5910 -0.7909 -0.1503  0.94
N1 0.8523 -0.7102 1.9568  0.05
C1 2.1677 -0.2407 2.2333  -0.25
C2 2.3535 0.8969 2.9970  -0.04
C3 3.6322 1.3905 3.2116  -0.09
C4 4.7195 0.7307 2.6627  -0.10
C5 4.5176 -0.4098 1.8955  -0.04
C6 3.2448 -0.9215 1.6596  -0.13
C7 3.0593 -2.1152 0.7808  -0.20
C8 4.0100 -3.1344 0.8827  -0.07
C9 4.0002 -4.2142 0.0134  -0.12
C10 3.0270 -4.2701 -0.9717  -0.11
C11 2.0595 -3.2760 -1.0554  -0.11
C12 2.0224 -2.1873 -0.1828  -0.18
H1 0.1067 -0.1330 2.3240  0.06
H2 0.7163 -1.6896 2.1774  0.12
H3 1.4905 1.4134 3.3996  0.11
H4 3.7710 2.2935 3.7926  0.10
H5 5.7222 1.1135 2.8064  0.09
H6 5.3660 -0.8930 1.4278  0.11
H7 4.7669 -3.0801 1.6573  0.10
H8 4.7428 -4.9979 0.1047  0.09
H9 3.0062 -5.0980 -1.6720  0.09
H10 1.2958 -3.3554 -1.8187  0.08
C13 1.5651 -0.9701 -4.6958  -0.18
Si1 0.7407 -0.1063 -3.2258  0.37
C14 -0.5082 1.1447 -3.8839  -0.17
C15 2.1358 0.8349 -2.4049  -0.18
N2 0.0186 -1.1867 -2.0987  -0.16
C16 -0.9809 -2.0650 -2.3560  -0.31
C17 -1.5506 -2.2262 -3.6485  -0.05
C18 -2.5721 -3.1136 -3.9370  -0.12
C19 -3.1084 -3.9311 -2.9536  -0.14
C20 -2.5775 -3.8241 -1.6742  -0.06
C21 -1.5665 -2.9305 -1.4003  -0.25
F1 -1.1120 -2.9360 -0.1152  -0.01
H11 2.1481 -0.2289 -5.2516  0.02
H12 0.8864 -1.4521 -5.3997  0.01
H13 2.2602 -1.7274 -4.3237  0.02
H14 -0.0207 1.9021 -4.5044  0.02
H15 -0.9734 1.6451 -3.0301  0.02
H16 -1.3028 0.6821 -4.4719  0.01
H17 2.6656 1.4228 -3.1620  0.03
H18 2.8457 0.1372 -1.9539  0.02
H19 1.7966 1.5071 -1.6135  0.01
H20 -1.1700 -1.6046 -4.4450  0.07
H21 -2.9506 -3.1622 -4.9519  0.09
H22 -3.9017 -4.6341 -3.1693  0.08
H23 -2.9346 -4.4429 -0.8590  0.11
Cl1 -5.0636 2.2431 -0.3556  0.70
C22 -4.1864 1.0610 0.5843  -0.58
C23 -4.1932 -0.2497 0.1504  -0.09
C24 -3.5072 -1.2076 0.8717  -0.08
C25 -2.8375 -0.8379 2.0234  -0.12
C26 -2.8365 0.4817 2.4398  -0.57
Cl2 -1.9996 0.8514 3.9218  0.74
C27 -3.4921 1.4893 1.7226  -0.32
N3 -3.5357 2.8263 2.1348  0.06
C28 -2.3369 3.5541 2.4786  -0.25
C29 -2.3173 4.1938 3.7136  -0.07
C30 -1.2188 4.9310 4.1137  -0.10
C31 -0.1175 5.0228 3.2695  -0.09
C32 -0.1430 4.4025 2.0339  -0.03
C33 -1.2541 3.6714 1.6063  -0.15
C34 -1.2250 3.0212 0.2486  -0.04
C35 -0.2849 1.8093 0.2448  -0.64
O1 0.9021 1.9622 0.5297  -0.01
O2 -0.8475 0.6913 -0.0546  -0.15
H24 -4.7078 -0.5059 -0.7655  0.11
H25 -3.4760 -2.2287 0.5240  0.09
H26 -2.3129 -1.5720 2.6211  0.10
H27 -4.1281 3.3598 1.5171  0.07
H28 -3.1787 4.0777 4.3588  0.11
H29 -1.2152 5.4201 5.0798  0.09
H30 0.7605 5.5785 3.5748  0.10
H31 0.7143 4.4527 1.3753  0.12
H32 -0.8247 3.7302 -0.4793  0.13
H33 -2.2109 2.7149 -0.0855  0.09